<A>
A 2-piece molecular cluster, CH3N3OS overall. Source: the OMol25 dataset; level of theory: ωB97M-V with the def2-TZVPD basis set.

Results
HOMO (alpha / beta)   -9.1 / -8.8 eV
Charge   0

Each line ends with the natural charge from an NBO analysis.
Cartesian coordinates (Å):
C -0.659 -0.670 0.916  -0.18
N -0.879 0.753 -0.993  0.01
N 0.756 -0.449 -2.009  -0.78
N -0.914 0.449 0.210  -0.31
O 1.908 0.733 -0.020  -0.93
S 1.986 0.017 -1.289  1.34
H -0.342 -1.549 0.339  0.23
H -0.695 -0.485 2.017  0.21
H -1.164 1.202 0.828  0.41

=====

<B>
A 2-piece molecular cluster, CH3N3OS overall. Source: the OMol25 dataset; level of theory: ωB97M-V with the def2-TZVPD basis set.

Results
SMILES   [H]/N=N\[H].N#CSO
HOMO   -9.3 eV
Charge   0

Each line ends with the natural charge from an NBO analysis.
Cartesian coordinates (Å):
C 2.932 0.896 0.095  -0.01
N 2.889 2.001 -0.211  -0.30
N -0.460 0.402 -0.248  -0.31
N -0.076 0.261 0.890  -0.28
O 2.112 -1.264 -0.913  -0.83
S 2.896 -0.760 0.454  0.63
H -1.484 0.471 -0.430  0.30
H 1.202 -0.932 -0.914  0.50
H -0.773 0.232 1.662  0.30

=====

The data favor <B>; the next most stable structure lies 0.1328 hartree above it.

=====

<A>
An isolated ion of composition C3H7N2O and charge +1. Source: the OMol25 dataset; level of theory: ωB97M-V with the def2-TZVPD basis set.

Results
HOMO (alpha / beta)   -14.5 / -14.0 eV
Charge   +1

Each line ends with the natural charge from an NBO analysis.
Cartesian coordinates (Å):
C 1.248 1.270 0.609  -0.09
C -0.149 0.757 0.560  -0.26
C 0.363 -1.440 -0.282  -0.07
N 2.248 0.536 0.328  0.10
N -0.270 -0.200 -0.578  -0.56
O 2.286 -0.634 -0.064  -0.24
H 1.358 2.118 1.166  0.24
H -0.356 0.070 1.427  0.23
H -0.967 1.399 0.527  0.25
H 0.336 -1.751 0.759  0.23
H 0.598 -2.057 -1.123  0.24
H -1.281 -0.299 -0.906  0.46
H 0.258 0.135 -1.468  0.46

=====

<B>
A 2-piece molecular cluster, C3H7N2O overall. Source: the OMol25 dataset; level of theory: ωB97M-V with the def2-TZVPD basis set.

Results
HOMO   -14.3 eV
Charge   +1

Each line ends with the natural charge from an NBO analysis.
Cartesian coordinates (Å):
C 2.226 -0.484 0.596  -0.03
C 1.125 0.123 1.283  -0.05
N 0.103 -0.319 0.523  -0.44
C 0.484 -1.087 -0.551  0.21
N 1.876 -1.281 -0.468  -0.49
H 3.324 -0.335 1.012  0.27
H 0.891 0.690 2.178  0.28
H -0.807 -0.027 0.740  0.45
H -0.121 -1.745 -1.265  0.28
H 2.593 -1.762 -1.147  0.50
H -3.693 1.371 -1.218  0.46
H -4.417 2.625 -0.872  0.48
O -3.585 2.233 -0.812  -0.94

=====

The data favor <B>; the next most stable structure lies 0.1676 hartree above it.

=====

<A>
C3H7N2O as an isolated structure. Source: the OMol25 dataset; level of theory: ωB97M-V with the def2-TZVPD basis set.

Results
HOMO   -15.3 eV
Charge   +1

Each line ends with the natural charge from an NBO analysis.
Cartesian coordinates (Å):
C -1.275 0.659 -0.867  0.08
C 1.806 0.959 0.496  -0.21
C -0.869 -1.102 0.491  -0.50
N -0.436 0.003 -0.197  -0.24
N 1.366 0.106 -0.332  0.33
O 1.571 -0.702 -1.147  -0.22
H -2.272 0.455 -0.733  0.21
H -0.883 1.387 -1.607  0.23
H 2.834 0.979 0.840  0.28
H 1.130 1.783 0.890  0.26
H -1.736 -1.489 0.063  0.23
H -0.294 -1.990 0.533  0.27
H -0.943 -1.046 1.570  0.25

=====

<B>
A 2-piece molecular cluster, C3H7N2O overall. Source: the OMol25 dataset; level of theory: ωB97M-V with the def2-TZVPD basis set.

Results
HOMO   -14.6 eV
Charge   +1

Each line ends with the natural charge from an NBO analysis.
Cartesian coordinates (Å):
C -0.781 -1.066 -0.147  0.24
C -1.937 0.808 0.000  -0.07
C -0.621 1.095 0.024  -0.03
N -1.971 -0.547 -0.003  -0.44
N 0.128 -0.048 -0.086  -0.47
O 3.096 -0.053 -0.052  -0.94
H -0.426 -2.068 0.017  0.25
H -2.776 1.469 0.201  0.27
H 3.534 0.280 0.671  0.49
H -0.248 2.133 0.060  0.27
H -2.765 -1.181 -0.060  0.46
H 1.108 -0.364 -0.052  0.49
H 3.658 -0.458 -0.572  0.48

=====

<C>
An isolated ion of composition C3H7N2O and charge +1. Source: the OMol25 dataset; level of theory: ωB97M-V with the def2-TZVPD basis set.

Results
SMILES   C=NC(=O)C[NH3+]
HOMO   -14.1 eV
Charge   +1

Each line ends with the natural charge from an NBO analysis.
Cartesian coordinates (Å):
C -0.958 2.574 -0.587  0.05
C 0.511 0.601 -0.304  0.66
C -0.041 -0.582 0.507  -0.35
N -0.124 1.869 0.029  -0.46
N 1.009 -1.565 0.272  -0.69
O 1.564 0.507 -0.797  -0.53
H -1.580 3.387 -0.242  0.22
H -1.299 2.211 -1.616  0.16
H -0.983 -0.978 0.031  0.26
H -0.120 -0.182 1.521  0.28
H 0.896 -2.520 0.846  0.47
H 1.871 -1.054 0.426  0.47
H 0.946 -1.773 -0.747  0.46

=====

The data favor <B>; the next most stable structure lies 0.0648 hartree above it.